[1]
C10H16 | the ωB97M-V functional and the def2-TZVPD basis

```
26
Properties=species:S:1:pos:R:3
C -2.461 2.203 -0.114
C -2.650 0.265 1.292
C -1.790 1.331 1.000
C -2.206 -0.719 2.117
C -0.561 1.439 1.636
C -0.909 -0.677 2.671
C -0.082 0.417 2.406
H -3.672 0.151 0.830
H -2.828 -1.581 2.388
H -3.489 2.434 0.118
H -2.552 1.528 -0.953
H 0.022 2.346 1.394
H -0.553 -1.464 3.295
H 0.883 0.574 2.730
H -1.886 3.106 0.091
C 2.157 -0.482 -1.554
C 2.375 -0.429 -3.099
C 2.194 -1.942 -1.082
H 2.989 0.224 -1.039
H 1.156 -0.158 -1.144
H 2.304 0.585 -3.461
H 1.306 -2.359 -1.019
H 2.921 -2.689 -1.603
H 2.387 -2.130 0.054
H 3.313 -0.981 -3.410
H 1.633 -0.993 -3.542
```

<S²>: 0.760
Kohn-Sham gap (alpha / beta), eV: 2.229 / 6.733
Multiplicity: 2
ΔE to the lowest compared entry with this formula, charge and spin, kcal/mol: 53.4
Net charge: -1


[2]
C10H16 | the ωB97M-V functional and the def2-TZVPD basis

```
26
Properties=species:S:1:pos:R:3
C 1.983 -2.096 -1.578
C 1.949 -0.953 -0.678
C 0.823 -0.025 -0.796
C -0.486 -0.370 -1.160
C -1.514 0.555 -1.245
C -1.167 1.859 -0.895
C 0.060 2.180 -0.307
C 1.113 1.291 -0.423
H 1.316 -2.974 -1.321
H 2.929 -2.730 -1.712
H 1.779 -1.635 -2.596
H 2.027 -1.270 0.370
H 2.930 -0.409 -0.699
H -0.797 -1.330 -1.483
H -2.485 0.321 -1.710
H -1.943 2.699 -1.018
H 0.173 3.154 0.067
H 2.129 1.467 -0.282
C -1.458 0.047 2.748
C -1.253 -1.376 3.131
H -1.663 0.315 1.686
H -2.446 0.300 3.189
H -0.804 0.840 3.205
H -1.146 -1.807 4.143
H -0.217 -1.630 2.672
H -2.087 -1.976 2.703
```

Kohn-Sham gap, eV: 9.800
Multiplicity: 1
ΔE to the lowest compared entry with this formula, charge and spin, kcal/mol: 41.2


[3]
C10H16 | the ωB97M-V functional and the def2-TZVPD basis

```
26
Properties=species:S:1:pos:R:3
C -0.345 3.147 0.848
C 0.367 1.814 0.599
C -0.678 0.751 0.366
C -0.890 -0.216 1.376
C -1.484 -1.411 1.041
C -2.007 -1.650 -0.248
C -2.048 -0.584 -1.110
C -1.395 0.624 -0.796
H 0.175 3.830 1.530
H -1.269 2.954 1.396
H -0.610 3.666 -0.077
H 1.043 1.871 -0.259
H 0.981 1.454 1.428
H -0.686 0.015 2.413
H -1.584 -2.174 1.812
H -2.115 -2.699 -0.478
H -2.585 -0.576 -2.049
H -1.434 1.383 -1.562
C 2.219 -0.792 -0.878
C 1.898 -2.269 -0.651
H 2.121 -0.357 -1.875
H 1.661 -0.229 -0.142
H 3.279 -0.582 -0.670
H 1.143 -2.594 -1.385
H 2.707 -2.925 -0.984
H 1.536 -2.452 0.356
```

Kohn-Sham gap, eV: 9.880
Multiplicity: 1
ΔE to the lowest compared entry with this formula, charge and spin, kcal/mol: 24.2


[4]
C10H16 | the ωB97M-V functional and the def2-TZVPD basis

```
26
Properties=species:S:1:pos:R:3
C 0.650 2.873 0.161
C 1.008 1.519 0.712
C 0.579 0.979 1.909
C 0.637 -0.377 2.189
C 1.016 -1.278 1.156
C 1.561 -0.749 -0.015
C 1.682 0.622 -0.130
H 1.343 3.583 0.612
H -0.315 3.235 0.509
H 0.779 2.887 -0.926
H -0.004 1.638 2.565
H 0.309 -0.718 3.160
H 0.698 -2.268 1.472
H 1.801 -1.387 -0.863
H 2.198 1.122 -0.947
C -2.609 -0.058 -1.837
C -1.799 -1.089 -1.014
C -1.277 -2.250 -1.888
H -3.325 -0.669 -2.388
H -3.031 0.708 -1.179
H -2.094 0.447 -2.659
H -0.995 -0.554 -0.496
H -2.593 -1.401 -0.306
H -1.931 -2.321 -2.763
H -0.210 -2.216 -2.087
H -1.505 -3.221 -1.422
```

Kohn-Sham gap, eV: 9.847
Multiplicity: 1
ΔE to the lowest compared entry with this formula, charge and spin, kcal/mol: 28.1


[5]
C10H16 | the ωB97M-V functional and the def2-TZVPD basis

```
26
Properties=species:S:1:pos:R:3
C -2.877 -1.132 -1.053
C -1.383 -0.687 -1.219
C -0.635 -0.431 0.066
C 0.484 -1.158 0.431
C 0.906 -1.175 1.758
C 0.285 -0.374 2.707
C -0.560 0.621 2.245
C -1.077 0.567 0.948
H -3.203 -0.468 -0.260
H -2.914 -2.207 -0.890
H -3.388 -0.971 -2.004
H -0.932 -1.377 -1.948
H -1.451 0.257 -1.791
H 0.822 -1.937 -0.244
H 1.481 -2.033 2.082
H 0.317 -0.582 3.768
H -1.007 1.383 2.874
H -1.782 1.303 0.585
C 2.327 0.976 -2.542
C 2.259 2.254 -1.735
H 1.939 0.115 -1.989
H 1.551 1.071 -3.317
H 3.304 0.787 -2.982
H 2.108 3.126 -2.396
H 3.098 2.393 -1.052
H 1.325 2.373 -1.167
```

Kohn-Sham gap, eV: 9.848
Multiplicity: 1
ΔE to the lowest compared entry with this formula, charge and spin, kcal/mol: 23.6


[6]
C10H16 | the ωB97M-V functional and the def2-TZVPD basis

```
26
Properties=species:S:1:pos:R:3
C 2.961 -0.805 1.657
C 1.518 -0.955 1.158
C 0.660 -1.892 1.632
C -0.427 -2.218 0.797
C -0.673 -1.814 -0.478
C 0.284 -0.876 -0.969
C 1.266 -0.370 -0.141
H 3.548 -0.076 1.072
H 3.409 -1.749 1.477
H 2.968 -0.424 2.686
H 0.661 -2.324 2.643
H -1.230 -2.780 1.282
H -1.324 -2.257 -1.217
H 0.139 -0.307 -1.891
H 1.902 0.354 -0.572
C -1.073 1.936 0.433
C -1.944 1.311 -0.728
C -1.425 1.744 -2.116
H -0.069 1.611 0.202
H -1.402 1.508 1.361
H -1.074 3.032 0.253
H -1.849 0.207 -0.719
H -2.996 1.447 -0.498
H -1.323 2.861 -2.155
H -0.440 1.348 -2.169
H -2.066 1.487 -3.001
```

Kohn-Sham gap, eV: 9.997
Multiplicity: 1
ΔE to the lowest compared entry with this formula, charge and spin, kcal/mol: 36.1


What did the sixth record say?
C10H16 | the ωB97M-V functional and the def2-TZVPD basis

```
26
Properties=species:S:1:pos:R:3
C 2.961 -0.805 1.657
C 1.518 -0.955 1.158
C 0.660 -1.892 1.632
C -0.427 -2.218 0.797
C -0.673 -1.814 -0.478
C 0.284 -0.876 -0.969
C 1.266 -0.370 -0.141
H 3.548 -0.076 1.072
H 3.409 -1.749 1.477
H 2.968 -0.424 2.686
H 0.661 -2.324 2.643
H -1.230 -2.780 1.282
H -1.324 -2.257 -1.217
H 0.139 -0.307 -1.891
H 1.902 0.354 -0.572
C -1.073 1.936 0.433
C -1.944 1.311 -0.728
C -1.425 1.744 -2.116
H -0.069 1.611 0.202
H -1.402 1.508 1.361
H -1.074 3.032 0.253
H -1.849 0.207 -0.719
H -2.996 1.447 -0.498
H -1.323 2.861 -2.155
H -0.440 1.348 -2.169
H -2.066 1.487 -3.001
```

Kohn-Sham gap, eV: 9.997
Multiplicity: 1
ΔE to the lowest compared entry with this formula, charge and spin, kcal/mol: 36.1


Which of these has the highest ΔE to the lowest compared entry with this formula, charge and spin?
number 1